Entry from OMol25: 7 unconnected molecules or ions with the total composition C22H42N3O15S4 at a distorted geometry (ωB97M-V/def2-TZVPD).

Geometry (Å):
1 N 0.6938 -28.3440 8.1868
2 O 0.5999 -29.5078 7.8466
3 O -0.2646 -27.7764 8.5971
4 O 1.7570 -27.7239 8.0934
5 O -3.9246 -26.2711 10.2563
6 S -4.6015 -26.6479 8.9990
7 O -5.2653 -27.9509 8.8237
8 O -5.7116 -25.4653 8.7184
9 C -5.4807 -24.1474 9.2065
10 C -6.7258 -23.3399 8.7690
11 C -3.6018 -26.3366 7.4930
12 H -4.6260 -23.6672 8.7302
13 H -5.4013 -24.2133 10.2916
14 H -6.5435 -22.2701 8.6670
15 H -7.5880 -23.6197 9.3743
16 H -6.9404 -23.6552 7.7480
17 H -3.1911 -25.3433 7.6745
18 H -4.2173 -26.3689 6.5940
19 H -2.8504 -27.1256 7.4627
20 O 2.1492 -27.1221 13.2720
21 S 3.2963 -26.3938 12.7367
22 O 3.3405 -24.9435 12.8386
23 O 4.7246 -26.9513 13.3755
24 C 5.9477 -26.2179 13.1020
25 C 7.0033 -27.3251 13.1124
26 C 3.6497 -27.1216 11.0486
27 H 6.1813 -25.4315 13.8197
28 H 5.9398 -25.6233 12.1885
29 H 7.0536 -27.8076 14.0885
30 H 7.9848 -26.8727 12.9713
31 H 6.8956 -28.0911 12.3444
32 H 4.6564 -26.9215 10.6816
33 H 2.9243 -26.6577 10.3803
34 H 3.4101 -28.1849 11.0387
35 O 6.6741 -28.6476 6.1014
36 S 5.8719 -27.3804 6.1797
37 O 6.3803 -26.0047 6.0832
38 O 4.5558 -27.5898 5.2078
39 C 3.8399 -26.4613 4.7661
40 C 2.4798 -26.9987 4.2941
41 C 4.9877 -27.5594 7.7655
42 H 4.4540 -25.9884 3.9997
43 H 3.7132 -25.6731 5.5082
44 H 1.9658 -27.3436 5.1913
45 H 2.4975 -27.9163 3.7061
46 H 1.8004 -26.3397 3.7535
47 H 4.1792 -26.8293 7.8005
48 H 5.7774 -27.4185 8.5035
49 H 4.6172 -28.5786 7.8758
50 O -0.7584 -26.4514 5.1025
51 S -1.6667 -27.4731 4.5209
52 O -3.0443 -27.0341 4.1941
53 O -1.0160 -28.1155 3.1616
54 C -1.8275 -28.9302 2.3347
55 C -2.0880 -28.1812 1.0494
56 C -1.6497 -29.0608 5.4894
57 H -2.7952 -29.2517 2.7197
58 H -1.2906 -29.8366 2.0548
59 H -2.8112 -28.6304 0.3688
60 H -1.1422 -28.0036 0.5375
61 H -2.5713 -27.2489 1.3415
62 H -2.2930 -29.7584 4.9532
63 H -2.0494 -28.9310 6.4951
64 H -0.6112 -29.3677 5.3654
65 N 2.8390 -32.8198 7.8953
66 C 3.6042 -33.9296 7.7742
67 C 4.7877 -33.9645 7.0592
68 C 5.2359 -32.7719 6.4256
69 C 4.4886 -31.6272 6.5083
70 C 3.2664 -31.7017 7.2148
71 H 3.3971 -34.8071 8.3687
72 H 5.3089 -34.8822 6.8301
73 H 6.1003 -32.7688 5.7781
74 H 4.8210 -30.7182 6.0291
75 H 2.6201 -30.8527 7.3815
76 N 0.0825 -30.5036 12.7100
77 C 1.0988 -30.6268 13.5611
78 C 2.4233 -30.8188 13.1575
79 C 2.6977 -30.9196 11.8115
80 C 1.6975 -30.7366 10.8644
81 C 0.3993 -30.6184 11.3751
82 H 0.9510 -30.5169 14.6253
83 H 3.1867 -30.9290 13.9134
84 H 3.6727 -31.1592 11.4136
85 H 1.9211 -30.7017 9.8084
86 H -0.4340 -30.6052 10.6882

Spin multiplicity: 1
Total charge: -1
Electronic energy (eV): -102013.331
E_HOMO (eV): -5.481
Molar mass (Da): 716.85

Calculated atomic charges, method Löwdin, unit e: -0.69 -0.07 -0.01 -0.07 -0.30 0.70 -0.31 -0.30 -0.28 -0.07 -0.09 0.11 0.11 0.07 0.07 0.07 0.07 0.07 0.04 -0.29 0.68 -0.30 -0.30 -0.27 -0.07 -0.08 0.11 0.11 0.08 0.07 0.08 0.04 0.06 0.06 -0.34 0.71 -0.31 -0.28 -0.28 -0.06 -0.12 0.11 0.12 0.06 0.08 0.07 0.06 0.06 0.06 -0.29 0.69 -0.33 -0.28 -0.31 -0.08 -0.07 0.11 0.12 0.08 0.08 0.08 0.06 0.06 0.07 0.06 -0.17 -0.08 -0.09 -0.07 -0.10 0.09 0.09 0.10 0.09 0.07 0.06 -0.18 -0.09 -0.11 -0.06 -0.10 0.09 0.09 0.10 0.08 0.10


Entry from OMol25: 3 unconnected molecules or ions with the total composition C22H42NO11P2 at a distorted geometry (ωB97M-V/def2-TZVPD).

Geometry (Å):
1 C 1.4860 2.2619 1.4847
2 C 2.4040 1.4754 0.7697
3 C 2.1594 1.3778 -0.7183
4 C 2.3028 2.5531 -1.4076
5 N 2.0785 2.6034 -2.7429
6 C 1.7132 1.5180 -3.4197
7 O 1.4706 1.6248 -4.7401
8 C 0.0283 1.8774 -4.9157
9 C -0.2624 3.3236 -5.4012
10 C 1.5454 0.2847 -2.7993
11 C 1.7736 0.1997 -1.4172
12 C 1.5768 -1.1127 -0.6668
13 O 1.1208 -1.0652 0.4453
14 O 1.9135 -2.2969 -1.2165
15 H 1.7185 3.3112 1.7190
16 H 0.4976 1.8916 1.7897
17 H 3.2591 0.9809 1.2435
18 H 2.5693 3.4700 -0.8859
19 H 2.2013 3.5029 -3.2013
20 H -0.4630 1.7489 -3.9373
21 H -0.4334 1.1465 -5.5905
22 H -0.7594 3.8617 -4.5791
23 H 0.6928 3.8230 -5.6121
24 H -0.9158 3.3467 -6.2802
25 H 1.2169 -0.5722 -3.3889
26 H 1.9251 -2.2648 -2.1846
27 O -0.9833 4.5905 3.3866
28 P -1.8289 5.4703 4.2531
29 O -3.2084 5.5957 3.3836
30 C -4.0786 4.4654 3.3121
31 C -4.8659 4.2758 4.5967
32 O -1.1722 6.9329 3.8762
33 C 0.1524 7.0353 3.3636
34 C 0.1285 7.1749 1.8540
35 O -2.5293 6.1742 5.5856
36 C -1.9149 5.9167 6.8698
37 C -0.5465 6.5605 6.9886
38 H -3.5034 3.5653 3.0733
39 H -4.7647 4.6489 2.4849
40 H -4.2077 3.9898 5.4212
41 H -5.6171 3.4939 4.4765
42 H -5.3612 5.2026 4.8856
43 H 0.7623 6.1861 3.6751
44 H 0.5999 7.9284 3.8053
45 H -0.4299 6.3618 1.3871
46 H 1.1437 7.1827 1.4493
47 H -0.3672 8.1038 1.5680
48 H -1.8491 4.8374 7.0300
49 H -2.5841 6.3231 7.6269
50 H 0.1720 6.0889 6.3113
51 H -0.1639 6.4617 8.0048
52 H -0.5924 7.6174 6.7272
53 O 0.5979 -6.0475 -3.5249
54 P 0.6410 -6.9437 -2.3255
55 O 2.1618 -6.7034 -1.7675
56 C 2.4622 -5.4622 -1.1394
57 C 1.8917 -5.3921 0.2667
58 O 0.8544 -8.3919 -3.0673
59 C 0.4701 -8.5910 -4.4286
60 C 1.6715 -8.4686 -5.3435
61 O 0.2023 -7.7644 -0.9455
62 C -1.2084 -7.8296 -0.6375
63 C -1.9739 -8.6762 -1.6372
64 H 2.0890 -4.6372 -1.7496
65 H 3.5491 -5.3798 -1.0974
66 H 0.7989 -5.3699 0.2456
67 H 2.2382 -4.4938 0.7800
68 H 2.1857 -6.2676 0.8448
69 H -0.3230 -7.9009 -4.7185
70 H 0.0575 -9.5997 -4.5008
71 H 2.1880 -7.5192 -5.2000
72 H 1.3716 -8.5495 -6.3898
73 H 2.3934 -9.2574 -5.1260
74 H -1.6177 -6.8163 -0.5962
75 H -1.2944 -8.2619 0.3586
76 H -1.9938 -8.2023 -2.6229
77 H -3.0052 -8.8149 -1.3109
78 H -1.5044 -9.6521 -1.7567

Spin multiplicity: 1
Total charge: +1
Electronic energy (eV): -66075.568
E_HOMO (eV): -10.913
Molar mass (Da): 558.52

Calculated atomic charges, method Löwdin, unit e: 0.06 -0.10 -0.13 0.05 0.21 -0.30 -0.01 -0.17 -0.05 0.11 0.01 -0.43 0.17 0.14 0.07 0.08 0.12 0.16 0.20 0.12 0.13 0.08 0.08 0.08 0.16 0.12 -0.24 0.59 -0.21 -0.29 -0.08 -0.22 -0.31 -0.08 -0.19 -0.27 -0.08 0.11 0.12 0.07 0.08 0.09 0.10 0.12 0.07 0.07 0.08 0.11 0.12 0.07 0.08 0.09 -0.23 0.59 -0.20 -0.29 -0.08 -0.22 -0.30 -0.07 -0.20 -0.27 -0.08 0.08 0.12 0.07 0.07 0.09 0.10 0.12 0.07 0.08 0.08 0.11 0.12 0.07 0.08 0.09


Among the records above, which one has the highest total charge? C22H42NO11P2


total charge of number 2 (C22H42NO11P2)? +1